Density functional theory data (ωB97M-V with the def2-TZVPD basis set) for a 8-piece molecular cluster, C22H62ClO30P6S overall at a distorted geometry.

Properties
Charge   0
HOMO energy (spin up / spin down)   -10.29 / -10.29 eV
Total energy   -6039.150317 Ha
Spin multiplicity   2
LUMO (spin up / spin down)   0.022 / -6.570 eV
<S²>   0.76
Gap between HOMO and LUMO (spin up / spin down)   10.317 / 3.724 eV

Each line ends with the Löwdin spin population.
Geometry (Å):
H  4.55461  -1.04305  -3.72703  0.000
H  2.79219  4.32400  -0.77252  0.000
H  6.45197  -6.76079  3.09260  0.000
O  -1.20792  -1.07234  0.46230  0.412
H  6.65230  -0.99296  -1.87732  0.000
C  3.86109  4.48493  2.87660  0.000
O  3.05731  3.56427  3.52736  0.000
C  -7.96111  -0.94523  -3.34724  0.000
C  -1.44386  -1.97792  3.81061  -0.001
S  5.37644  0.50268  -0.46717  0.000
H  0.61950  -1.32698  -3.78145  0.000
C  -3.22130  0.05733  -7.53933  0.000
H  -3.01586  -1.03332  -1.80234  0.000
H  0.87468  1.33052  -0.42619  0.000
O  -0.22057  -3.09419  0.45881  0.519
O  -1.32413  4.46239  -2.49815  0.000
H  -5.52402  -0.47211  4.01383  0.000
Cl  0.07984  -1.68842  0.36485  -0.061
H  4.70783  4.88536  3.43409  0.000
H  -0.40863  -2.28315  3.65818  0.000
O  5.89208  -0.39698  0.63370  0.000
H  -1.38940  0.05322  8.59288  0.000
O  -0.08239  3.14769  -0.56366  0.000
H  -3.73852  -2.47726  -1.01170  0.000
O  -2.60353  1.52181  5.30848  0.000
C  3.40704  0.09569  -2.22421  0.000
O  -3.82717  -0.74981  5.13410  0.000
O  1.58515  4.75443  5.33355  0.000
H  -8.95308  -0.49726  -3.28875  0.000
P  -1.93686  -0.64681  -5.35851  0.000
O  -6.13242  -0.95897  0.10849  0.000
H  4.25360  -1.87151  -2.11215  0.000
C  4.55980  -7.70025  -0.24064  0.000
H  7.39084  -6.01835  1.88161  0.000
H  6.86552  -5.00800  3.19123  0.000
H  -0.94346  5.90079  2.79572  0.000
O  4.87961  -3.70888  0.00492  0.000
C  -0.60483  4.87890  2.96652  0.000
H  -4.14405  -0.41702  0.46242  0.000
H  1.10899  2.18412  -1.94935  0.000
P  1.56821  3.97901  4.07055  0.000
H  -2.30203  7.10393  -0.51158  0.000
H  -0.64189  7.49513  0.08585  0.000
P  -2.39792  0.03532  5.29626  0.000
O  -0.95754  5.49802  -0.16843  0.000
H  2.35064  -0.11815  -2.38665  0.000
H  -5.35692  0.68523  1.19549  0.000
O  0.78241  2.52234  4.16710  0.000
O  -2.16801  0.35110  -4.07246  0.000
O  -0.33242  -0.93093  -5.46962  0.000
H  -3.80022  -0.86560  -7.50565  0.000
H  -0.43032  1.70804  2.79611  0.000
H  -7.46515  -0.21531  -3.98704  0.000
H  6.21699  0.51347  -2.71256  0.000
H  0.89508  -2.47129  -5.23242  0.000
H  -3.13658  0.21382  7.87399  0.000
H  -1.03223  4.22557  2.20588  0.000
O  -1.74392  -0.58999  6.66701  0.000
H  -3.60251  -2.35759  -2.78538  0.000
C  0.38945  1.97732  -1.15715  0.000
C  4.50176  -0.95193  -2.64214  0.000
C  -1.23952  6.86972  -0.57733  0.000
H  3.07246  0.97038  -0.08929  0.000
H  4.80417  -7.95212  0.79132  0.000
H  -4.04058  0.88556  -4.86673  0.000
H  -0.90189  7.26702  -1.53454  0.000
H  5.42311  -7.98162  -0.84366  0.000
H  1.06297  2.02403  2.04546  0.000
C  3.57915  0.22415  -0.70125  0.000
H  -8.04661  -1.97554  -3.69257  0.000
H  -1.11888  4.64990  3.90002  0.000
O  -2.84725  -1.85631  -5.25069  0.000
H  3.02104  -4.32493  0.75287  0.000
H  3.64616  -8.22350  -0.52270  0.000
C  2.05463  5.10427  -0.58463  0.000
O  0.95661  -1.29528  1.39940  0.074
H  -1.96588  -2.56676  4.56483  0.000
H  -3.27675  2.13722  -3.81793  0.000
O  1.14311  5.08060  -1.60566  0.000
C  0.64154  1.68904  2.99323  0.000
O  -5.08724  -1.20794  -2.19747  0.000
H  4.23888  4.16499  1.90551  0.000
H  2.56372  6.06678  -0.53444  0.000
H  -0.48501  -2.59400  -4.23871  0.000
H  2.95701  -3.05062  -0.46509  0.000
O  -6.67228  -3.10361  -1.41619  0.000
C  -5.12232  0.04849  0.34248  0.000
O  5.66521  1.93654  -0.43473  0.000
H  -2.42878  -1.21675  8.56578  0.000
C  -4.52081  -0.88202  3.89699  0.000
H  3.31228  -0.73201  -0.25109  0.000
H  -5.05663  0.67729  -0.54544  0.000
O  0.82284  4.73636  2.84664  0.000
H  -0.37907  1.32914  -1.57828  0.000
O  0.71943  -1.43045  -0.86217  0.058
C  6.54652  -5.82421  2.54307  0.000
H  -2.84137  0.17914  -8.55369  0.000
O  -2.28714  0.35776  -6.52964  0.000
H  -4.03393  -0.29867  3.11549  0.000
C  0.21330  -1.86010  -4.64104  0.000
O  -1.52893  -0.63514  4.10827  0.000
O  6.81365  -5.47084  -0.30360  0.000
C  3.54728  -3.45661  0.35639  0.000
H  3.25620  5.34774  2.59776  0.000
H  -3.97317  0.70549  -3.12528  0.000
O  4.30511  -6.29296  -0.24380  0.000
H  1.59727  4.98254  0.39726  0.000
C  -3.41943  1.07044  -3.99032  0.000
H  -3.97525  0.83642  -7.42677  0.000
H  -4.64064  -1.93683  3.64973  0.000
O  5.38412  -5.40563  1.89823  0.000
P  -6.39214  -1.62485  -1.35815  0.000
C  -3.78623  -1.80184  -1.86588  0.000
H  0.95522  0.66841  3.21237  0.000
H  -1.99169  -2.05420  2.87137  -0.001
C  5.84180  -0.29399  -2.08380  0.000
O  -7.45646  -0.66447  -2.09240  0.000
C  -2.19827  -0.33213  7.97213  0.000
H  3.42315  0.98546  -2.85362  0.000
P  5.42551  -5.25113  0.27062  0.000
H  3.49424  -2.75396  1.18800  0.000
P  -0.39770  4.54205  -1.35891  0.000